(1)
C4H6O | ωB97M-V/def2-TZVPD

Computed properties:
energy above the lowest of the compared OMol25 structures with the same formula, charge and spin	40.5	kcal/mol
HOMO	-0.3547	hartree
E_tot	-231.15915	hartree
SMILES	C=C[C@H]1CO1
charge	0

CARTESIAN COORDINATES (ANGSTROEM)
1 C 1.80 0.47 0.19
2 C 1.07 -0.59 -0.01
3 C -0.32 -0.46 -0.42
4 C -1.41 -0.17 0.58
5 H 1.28 1.46 -0.05
6 H 2.85 0.38 0.41
7 H 1.49 -1.59 -0.07
8 H -0.54 -1.07 -1.36
9 H -1.06 -0.22 1.59
10 H -2.43 -0.56 0.39
11 O -1.05 0.76 -0.37

Charges per atom according to natural (NBO) partitioning, unit e: atom 1 (C): -0.387, atom 2 (C): -0.241, atom 3 (C): 0.021, atom 4 (C): -0.093, atom 5 (H): 0.217, atom 6 (H): 0.205, atom 7 (H): 0.212, atom 8 (H): 0.186, atom 9 (H): 0.183, atom 10 (H): 0.177, atom 11 (O): -0.480

---

(2)
C22H72BMgO22S5 | ωB97M-V/def2-TZVPD

Computed properties:
HOMO	-0.4236	hartree
E_tot	-4752.16096	hartree
charge	+1

CARTESIAN COORDINATES (ANGSTROEM)
1 Mg -0.49 2.85 30.86
2 B 1.48 2.61 30.48
3 H 0.89 1.75 30.20
4 H 2.52 2.37 30.38
5 H 1.15 3.46 29.90
6 H 1.26 2.89 31.50
7 O -2.07 1.54 27.06
8 S -1.68 0.87 28.31
9 O -1.24 1.64 29.44
10 O -2.95 -0.09 28.74
11 C -3.54 -0.88 27.76
12 C -4.61 -1.87 28.26
13 C -0.33 -0.36 27.95
14 H -2.73 -1.43 27.28
15 H -3.84 -0.23 26.94
16 H -5.44 -1.30 28.67
17 H -4.28 -2.51 29.07
18 H -4.97 -2.53 27.47
19 H -0.02 -0.74 28.93
20 H 0.43 0.30 27.54
21 H -0.66 -1.14 27.26
22 O -0.93 4.23 29.38
23 S -1.80 5.32 28.85
24 O -2.88 5.86 29.63
25 O -0.75 6.61 28.46
26 C 0.35 6.31 27.55
27 C 1.68 6.34 28.32
28 C -2.42 4.86 27.23
29 H 0.25 6.88 26.63
30 H 0.34 5.30 27.16
31 H 1.78 5.47 28.97
32 H 1.78 7.23 28.93
33 H 2.48 6.39 27.58
34 H -1.56 4.64 26.59
35 H -3.08 5.64 26.83
36 H -3.03 3.97 27.40
37 O 2.25 2.84 20.89
38 S 2.33 1.95 22.05
39 O 3.62 1.42 22.47
40 O 1.61 2.68 23.34
41 C 1.93 2.22 24.67
42 C 1.26 3.19 25.60
43 C 1.15 0.54 21.77
44 H 2.99 2.11 24.91
45 H 1.47 1.26 24.90
46 H 1.79 4.15 25.60
47 H 1.31 2.80 26.61
48 H 0.23 3.43 25.31
49 H 1.60 -0.15 21.06
50 H 0.22 0.93 21.37
51 H 0.93 0.02 22.70
52 O -4.51 1.20 31.16
53 S -3.98 2.59 31.08
54 O -2.56 2.93 31.20
55 O -4.48 3.29 29.66
56 C -5.80 3.01 29.22
57 C -6.21 3.94 28.16
58 C -4.93 3.68 32.20
59 H -6.54 3.07 30.02
60 H -5.83 1.97 28.91
61 H -5.95 4.95 28.48
62 H -7.30 3.91 28.06
63 H -5.78 3.77 27.17
64 H -5.03 4.65 31.71
65 H -4.37 3.76 33.13
66 H -5.90 3.21 32.37
67 O -5.33 1.41 35.41
68 S -3.92 1.06 35.18
69 O -3.35 1.35 33.88
70 O -3.03 1.82 36.34
71 C -3.51 2.00 37.67
72 C -2.38 2.37 38.62
73 C -3.63 -0.76 35.72
74 H -3.95 1.03 37.90
75 H -4.29 2.75 37.81
76 H -1.96 3.36 38.42
77 H -1.58 1.63 38.63
78 H -2.82 2.49 39.61
79 H -2.72 -1.22 35.33
80 H -4.47 -1.24 35.21
81 H -3.64 -0.85 36.80
82 C -0.06 0.23 35.83
83 O 0.66 1.00 34.85
84 H -0.22 -0.73 35.35
85 H 0.48 0.08 36.77
86 H -1.02 0.67 36.10
87 H 1.60 0.81 34.85
88 C -0.67 0.14 31.88
89 O -0.49 1.52 32.29
90 H -0.96 -0.43 32.77
91 H -1.50 -0.05 31.20
92 H 0.17 -0.34 31.38
93 H -0.06 1.43 33.14
94 C -1.89 4.21 34.74
95 O -2.29 5.28 33.99
96 H -1.95 3.25 34.23
97 H -0.82 4.16 34.93
98 H -2.44 4.12 35.68
99 H -1.83 6.10 34.12
100 C 0.29 5.56 31.84
101 O -0.52 4.45 32.14
102 H 0.95 5.77 32.68
103 H 0.90 5.36 30.96
104 H -0.32 6.40 31.51
105 H -1.20 4.75 32.75
106 C 4.59 4.67 30.90
107 O 4.53 3.59 29.98
108 H 5.62 4.82 31.24
109 H 4.17 5.52 30.36
110 H 3.97 4.47 31.77
111 H 3.77 3.02 30.09
112 C 3.30 0.57 33.17
113 O 3.18 0.03 34.49
114 H 4.16 0.21 32.61
115 H 2.40 0.21 32.66
116 H 3.30 1.66 33.16
117 H 3.16 -0.92 34.36
118 C 3.78 -0.23 29.71
119 O 2.73 0.41 28.96
120 H 4.63 0.33 30.10
121 H 3.55 -0.88 30.55
122 H 4.15 -0.91 28.94
123 H 2.39 1.21 29.36

Here are the Löwdin charges for atoms 1 to 99, given in e: atom 1 (Mg): 0.448, atom 2 (B): -0.365, atom 3 (H): -0.011, atom 4 (H): 0.000, atom 5 (H): -0.001, atom 6 (H): 0.007, atom 7 (O): -0.274, atom 8 (S): 0.735, atom 9 (O): -0.324, atom 10 (O): -0.248, atom 11 (C): -0.295, atom 12 (C): -0.032, atom 13 (C): -0.038, atom 14 (H): 0.098, atom 15 (H): 0.118, atom 16 (H): 0.075, atom 17 (H): 0.080, atom 18 (H): 0.086, atom 19 (H): 0.068, atom 20 (H): 0.060, atom 21 (H): 0.070, atom 22 (O): -0.334, atom 23 (S): 0.752, atom 24 (O): -0.250, atom 25 (O): -0.238, atom 26 (C): -0.257, atom 27 (C): -0.049, atom 28 (C): -0.077, atom 29 (H): 0.132, atom 30 (H): 0.070, atom 31 (H): 0.056, atom 32 (H): 0.085, atom 33 (H): 0.089, atom 34 (H): 0.057, atom 35 (H): 0.092, atom 36 (H): 0.052, atom 37 (O): -0.292, atom 38 (S): 0.673, atom 39 (O): -0.299, atom 40 (O): -0.263, atom 41 (C): -0.268, atom 42 (C): -0.075, atom 43 (C): -0.101, atom 44 (H): 0.128, atom 45 (H): 0.109, atom 46 (H): 0.081, atom 47 (H): 0.082, atom 48 (H): 0.079, atom 49 (H): 0.068, atom 50 (H): 0.065, atom 51 (H): 0.053, atom 52 (O): -0.276, atom 53 (S): 0.747, atom 54 (O): -0.316, atom 55 (O): -0.277, atom 56 (C): -0.303, atom 57 (C): -0.061, atom 58 (C): -0.058, atom 59 (H): 0.121, atom 60 (H): 0.122, atom 61 (H): 0.092, atom 62 (H): 0.093, atom 63 (H): 0.084, atom 64 (H): 0.083, atom 65 (H): 0.053, atom 66 (H): 0.079, atom 67 (O): -0.284, atom 68 (S): 0.684, atom 69 (O): -0.299, atom 70 (O): -0.325, atom 71 (C): -0.266, atom 72 (C): -0.050, atom 73 (C): -0.056, atom 74 (H): 0.105, atom 75 (H): 0.125, atom 76 (H): 0.079, atom 77 (H): 0.076, atom 78 (H): 0.086, atom 79 (H): 0.051, atom 80 (H): 0.064, atom 81 (H): 0.061, atom 82 (C): -0.096, atom 83 (O): -0.134, atom 84 (H): 0.074, atom 85 (H): 0.091, atom 86 (H): 0.051, atom 87 (H): 0.029, atom 88 (C): -0.059, atom 89 (O): -0.153, atom 90 (H): 0.093, atom 91 (H): 0.079, atom 92 (H): 0.090, atom 93 (H): 0.066, atom 94 (C): -0.166, atom 95 (O): -0.082, atom 96 (H): 0.063, atom 97 (H): 0.104, atom 98 (H): 0.085, atom 99 (H): 0.116

---

(3)
C22H18N2O9OsS | ωB97M-V/def2-TZVPD

Computed properties:
energy above the lowest of the compared OMol25 structures with the same formula, charge and spin	0.0	kcal/mol
HOMO (alpha / beta)	-0.5524 / -0.5524	hartree
E_tot	-2123.87582	hartree
charge	+2

CARTESIAN COORDINATES (ANGSTROEM)
1 Os 0.44 0.75 0.10
2 O -0.90 2.33 0.29
3 C -2.14 2.31 0.20
4 C -2.94 1.18 -0.10
5 C -4.33 1.33 -0.18
6 C -5.10 0.25 -0.49
7 C -4.55 -1.00 -0.74
8 C -3.17 -1.17 -0.67
9 C -2.38 -0.09 -0.35
10 O -1.03 -0.29 -0.29
11 N -6.57 0.41 -0.57
12 O -7.00 1.52 -0.33
13 O -7.22 -0.57 -0.85
14 H -2.64 3.27 0.37
15 H -4.80 2.29 0.00
16 H -5.20 -1.83 -0.98
17 H -2.72 -2.13 -0.86
18 O 1.08 1.49 1.81
19 C 1.42 2.70 1.97
20 C 1.69 3.63 0.95
21 C 2.03 4.95 1.33
22 C 2.35 5.85 0.35
23 C 2.40 5.49 -1.00
24 C 2.11 4.20 -1.38
25 C 1.74 3.26 -0.42
26 O 1.54 2.00 -0.80
27 N 2.68 7.24 0.73
28 O 2.65 7.49 1.92
29 O 2.94 8.00 -0.17
30 H 1.54 3.00 3.01
31 H 2.01 5.26 2.36
32 H 2.68 6.24 -1.73
33 H 2.15 3.89 -2.42
34 C -0.18 -6.98 -0.69
35 C 0.39 -5.64 -0.32
36 C 0.32 -5.17 0.98
37 C 0.87 -3.94 1.33
38 C 1.51 -3.20 0.34
39 C 1.59 -3.64 -0.98
40 C 1.02 -4.85 -1.30
41 S 2.25 -1.70 0.84
42 C 3.95 -1.93 0.38
43 O 1.82 -0.63 -0.26
44 H -0.94 -7.30 0.02
45 H 0.61 -7.73 -0.67
46 H -0.60 -6.98 -1.69
47 H -0.16 -5.77 1.74
48 H 0.82 -3.58 2.35
49 H 2.07 -3.04 -1.74
50 H 1.06 -5.21 -2.32
51 H 4.00 -2.18 -0.68
52 H 4.33 -2.76 0.99
53 H 4.50 -1.02 0.61

Charges per atom according to Löwdin partitioning, unit e: atom 1 (Os): 1.736, atom 2 (O): -0.096, atom 3 (C): -0.060, atom 4 (C): -0.106, atom 5 (C): 0.098, atom 6 (C): -0.095, atom 7 (C): 0.082, atom 8 (C): 0.053, atom 9 (C): -0.239, atom 10 (O): -0.216, atom 11 (N): -0.345, atom 12 (O): 0.120, atom 13 (O): 0.128, atom 14 (H): 0.168, atom 15 (H): 0.147, atom 16 (H): 0.144, atom 17 (H): 0.140, atom 18 (O): -0.135, atom 19 (C): -0.072, atom 20 (C): -0.113, atom 21 (C): 0.095, atom 22 (C): -0.092, atom 23 (C): 0.084, atom 24 (C): 0.059, atom 25 (C): -0.266, atom 26 (O): -0.172, atom 27 (N): -0.346, atom 28 (O): 0.119, atom 29 (O): 0.129, atom 30 (H): 0.170, atom 31 (H): 0.147, atom 32 (H): 0.144, atom 33 (H): 0.143, atom 34 (C): -0.023, atom 35 (C): -0.232, atom 36 (C): -0.010, atom 37 (C): -0.064, atom 38 (C): -0.436, atom 39 (C): -0.054, atom 40 (C): -0.005, atom 41 (S): 1.075, atom 42 (C): -0.188, atom 43 (O): -0.635, atom 44 (H): 0.089, atom 45 (H): 0.104, atom 46 (H): 0.091, atom 47 (H): 0.129, atom 48 (H): 0.118, atom 49 (H): 0.121, atom 50 (H): 0.131, atom 51 (H): 0.075, atom 52 (H): 0.088, atom 53 (H): 0.074

---

(4)
C11H13NO2S | ωB97M-V/def2-TZVPD

Computed properties:
energy above the lowest of the compared OMol25 structures with the same formula, charge and spin	133.7	kcal/mol
HOMO	-0.2901	hartree
E_tot	-1030.14324	hartree
charge	0

CARTESIAN COORDINATES (ANGSTROEM)
1 C 0.07 -3.48 -1.78
2 C 0.32 -2.26 -2.47
3 C 0.08 -3.50 -0.45
4 C 0.41 -1.09 -1.73
5 C 0.44 -2.37 0.29
6 C 0.46 -1.17 -0.35
7 C -0.29 1.62 -0.48
8 C 0.48 1.78 1.75
9 C 0.72 0.24 1.70
10 C -0.69 2.22 0.85
11 C -1.99 1.59 1.28
12 N 0.78 -0.02 0.25
13 O 1.67 1.71 -2.38
14 O 0.41 3.72 -1.90
15 S 0.87 2.45 -1.42
16 H -0.23 -4.29 -2.38
17 H 0.09 -2.16 -3.54
18 H -0.17 -4.36 0.06
19 H 0.29 -0.12 -2.22
20 H 0.82 -2.56 1.32
21 H 0.39 1.96 2.77
22 H 1.35 2.32 1.30
23 H 1.73 0.22 2.15
24 H -0.03 -0.21 2.37
25 H -0.83 3.35 0.83
26 H -2.96 1.66 0.62
27 H -2.22 2.19 2.17
28 H -2.01 0.58 1.41

Charges per atom according to natural (NBO) partitioning, unit e: atom 1 (C): -0.248, atom 2 (C): -0.178, atom 3 (C): -0.180, atom 4 (C): -0.206, atom 5 (C): -0.265, atom 6 (C): 0.083, atom 7 (C): -0.128, atom 8 (C): -0.361, atom 9 (C): -0.258, atom 10 (C): -0.364, atom 11 (C): -0.614, atom 12 (N): -0.358, atom 13 (O): -0.839, atom 14 (O): -0.863, atom 15 (S): 1.951, atom 16 (H): 0.209, atom 17 (H): 0.213, atom 18 (H): 0.203, atom 19 (H): 0.227, atom 20 (H): 0.219, atom 21 (H): 0.212, atom 22 (H): 0.202, atom 23 (H): 0.223, atom 24 (H): 0.194, atom 25 (H): 0.260, atom 26 (H): 0.228, atom 27 (H): 0.219, atom 28 (H): 0.218